No. 1
A 20-piece molecular cluster, C43H40BrCl78F4NO8P2 overall in a non-equilibrium geometry. Source: OMol25; level of theory: ωB97M-V with the def2-TZVPD basis set.

Results
* E: -41869.46184 hartree
* charge: 0

Structure (XYZ):
```
177
Properties=species:S:1:pos:R:3:forces:R:3
C 1.833 3.172 4.679 0.9 -0.6 -0.9
C 0.857 3.402 3.338 0.8 -0.1 2.3
C -0.320 2.277 3.452 -0.7 0.8 -1.0
C -0.648 1.446 2.031 0.8 -1.3 3.5
C 0.629 0.709 1.374 0.4 0.5 -1.2
C 1.940 0.409 2.338 -0.9 -2.9 -0.5
O 3.113 1.253 2.044 1.4 -2.3 -1.0
C 4.165 0.522 1.324 -0.2 -2.3 -4.8
O 3.961 -0.122 0.146 0.8 4.1 7.7
C 5.685 0.574 2.019 -1.8 1.0 0.4
C 6.221 2.156 2.041 0.3 -1.0 -0.3
O -1.468 2.310 1.282 0.4 -0.2 -0.8
C -1.234 2.845 -0.002 -0.1 2.5 -1.9
C -1.324 1.894 -1.324 -0.1 -0.4 -1.0
C 0.017 1.331 -2.028 -0.2 -0.6 -2.2
C 0.912 2.472 -2.864 0.6 -0.7 1.7
Cl 1.378 1.736 -4.533 -0.3 1.0 1.5
C -0.211 4.126 -0.157 0.5 1.1 -0.2
F 1.235 3.819 -0.038 -2.1 -0.2 -0.2
C -0.478 5.372 0.872 0.6 1.0 0.6
C 0.917 6.212 1.259 -0.9 0.4 -0.1
P -3.015 3.720 -0.161 -1.2 -0.7 0.4
C -2.975 5.123 -1.440 -0.1 1.6 -1.5
O -3.447 4.378 1.434 0.2 1.5 -2.8
C -1.730 0.265 2.571 0.2 -0.1 0.9
Cl -0.777 -1.230 3.289 -0.6 1.5 -0.9
O -2.497 0.612 3.723 -0.6 1.2 -0.4
C -3.674 1.444 3.610 -1.1 -0.7 -0.1
C -4.967 0.465 3.838 -0.5 -2.1 -0.5
F -5.183 0.075 5.283 1.0 1.2 -3.1
C -6.395 0.904 3.252 -1.4 -0.4 0.5
C -6.541 2.274 2.409 -1.3 0.3 -0.5
N -3.593 2.399 4.764 -0.3 -0.1 1.6
C -2.690 2.005 5.880 5.7 4.7 3.8
O -1.749 2.916 6.257 -6.7 -7.0 -2.5
F -2.714 0.763 6.697 -0.6 3.8 -3.4
C -4.772 3.209 5.093 -6.0 0.0 4.3
O -5.784 2.918 5.958 7.4 1.7 -6.4
F -4.910 4.563 4.436 0.5 -4.7 0.3
P -2.617 -0.628 1.118 0.7 -2.8 0.0
O -3.202 -2.137 1.857 -1.3 2.8 -0.9
Br -4.453 0.388 0.338 0.0 -0.2 0.7
H 2.387 4.159 4.983 -1.2 -1.9 -0.4
H 2.690 2.405 4.362 -1.8 1.6 0.7
H 1.266 2.672 5.574 1.0 1.3 -1.6
H 1.575 3.309 2.426 -1.7 0.3 1.4
H 0.415 4.500 3.495 0.9 -2.5 -0.8
H -0.131 1.521 4.340 -0.4 1.6 -1.9
H -1.309 2.923 3.631 2.1 -1.8 -0.2
H 1.073 1.391 0.539 -0.9 -1.0 1.5
H 0.240 -0.274 0.819 1.1 2.1 1.4
H 1.684 0.354 3.488 0.7 0.7 -2.4
H 2.273 -0.702 2.051 -0.9 2.4 0.7
H 6.395 -0.134 1.415 -1.5 1.4 1.2
H 5.511 0.218 3.144 0.5 0.6 -2.5
H 7.235 2.166 2.666 -2.2 0.1 -1.4
H 5.438 2.900 2.491 1.6 -1.7 -0.7
H 6.423 2.441 0.924 -0.3 -0.4 2.4
H -2.052 0.954 -1.208 1.6 2.2 0.3
H -1.855 2.541 -2.180 1.1 -1.2 1.9
H -0.386 0.643 -2.925 0.8 1.6 2.2
H 0.682 0.591 -1.411 -1.2 1.8 -0.9
H 1.953 2.628 -2.304 -2.5 0.0 -1.4
H 0.326 3.472 -3.030 1.2 -2.1 0.2
H -0.294 4.582 -1.259 0.0 -1.4 2.4
H -0.952 5.038 1.888 0.7 0.4 -2.1
H -1.187 6.206 0.397 1.4 -2.2 0.9
H 0.574 7.044 2.036 0.7 -1.7 -1.6
H 1.722 5.546 1.784 -2.0 1.5 -1.4
H 1.346 6.771 0.296 -0.9 -1.4 2.2
H -2.162 4.991 -2.305 -1.7 0.1 2.0
H -2.853 6.207 -1.014 -0.1 -2.0 -0.7
H -4.019 5.120 -2.019 2.2 -0.1 1.4
H -3.885 5.270 1.215 0.9 -1.7 0.8
H -3.697 2.071 2.623 -0.1 -1.3 1.8
H -4.675 -0.571 3.317 -0.5 2.3 1.4
H -6.809 0.014 2.572 1.1 1.9 1.5
H -7.167 0.960 4.161 2.0 -0.2 -1.8
H -5.649 3.028 2.454 -1.6 -1.5 -0.2
H -7.500 2.855 2.815 2.2 -1.2 -0.9
H -6.807 1.978 1.285 0.9 0.9 2.4
H -4.209 -2.147 1.857 1.7 0.0 0.0
C -2.900 6.208 6.858 0.3 -0.1 0.0
Cl -3.708 7.687 6.279 0.1 -0.3 0.2
Cl -4.033 4.836 6.763 0.8 1.4 1.9
Cl -1.476 5.873 5.841 -0.7 0.3 -0.2
Cl -2.383 6.436 8.547 -0.6 0.1 -0.4
C -6.200 -4.847 3.371 0.2 -0.3 0.1
Cl -6.588 -4.983 5.105 0.1 0.1 -0.5
Cl -7.108 -6.081 2.462 0.2 0.4 0.2
Cl -6.652 -3.226 2.787 0.1 -0.2 0.1
Cl -4.453 -5.099 3.132 -0.5 0.1 0.0
C 8.500 3.739 -1.370 0.0 0.1 0.0
Cl 7.692 5.217 -1.949 0.7 -0.3 -0.1
Cl 7.367 2.367 -1.464 0.3 0.6 -0.1
Cl 9.924 3.403 -2.386 -0.5 0.4 0.1
Cl 9.017 3.967 0.320 0.0 -0.1 -0.4
C -1.400 -1.779 -5.350 0.1 0.0 -0.2
Cl -0.307 -0.566 -6.063 -0.5 -0.5 0.2
Cl -1.755 -1.338 -3.661 -0.1 -0.3 -0.4
Cl -2.918 -1.830 -6.282 0.4 0.0 0.3
Cl -0.621 -3.381 -5.395 -0.2 0.4 0.0
C -6.800 -2.241 -6.874 0.0 -0.1 0.1
Cl -5.573 -1.775 -8.078 -0.3 0.1 0.6
Cl -6.555 -1.299 -5.381 0.1 -0.6 -0.4
Cl -8.426 -1.910 -7.524 0.4 0.0 0.2
Cl -6.648 -3.978 -6.512 0.0 0.5 0.0
C 1.574 6.518 8.288 -0.1 -0.2 0.0
Cl 0.766 7.997 7.709 0.3 -0.3 0.1
Cl 0.441 5.146 8.194 1.0 0.1 0.3
Cl 2.998 6.182 7.272 -0.3 0.1 0.2
Cl 2.091 6.746 9.978 -0.1 0.0 -0.4
C -8.326 2.712 -4.411 -0.1 0.0 -0.1
Cl -9.196 4.046 -5.208 0.2 -0.3 0.2
Cl -9.333 2.044 -3.101 0.3 0.2 -0.3
Cl -7.978 1.434 -5.602 -0.2 0.7 0.4
Cl -6.796 3.322 -3.731 -0.3 -0.2 -0.1
C 8.167 -2.949 3.146 0.2 -0.1 -0.1
Cl 6.836 -3.259 2.003 0.4 0.1 0.3
Cl 7.876 -3.852 4.655 0.4 0.2 -0.3
Cl 9.707 -3.481 2.424 -0.6 0.4 0.1
Cl 8.249 -1.206 3.504 -0.4 -0.6 0.8
C 3.967 -3.239 6.139 0.0 0.0 0.0
Cl 4.573 -1.959 7.220 -0.1 -0.3 -0.3
Cl 2.218 -3.018 5.878 0.4 0.0 0.1
Cl 4.817 -3.148 4.576 -0.7 0.1 0.4
Cl 4.260 -4.832 6.882 0.0 0.4 -0.2
C 11.767 -6.929 4.039 -0.1 -0.1 0.1
Cl 10.261 -6.007 4.275 0.5 -0.5 0.1
Cl 11.705 -7.778 2.474 0.0 0.3 0.6
Cl 13.156 -5.813 4.054 -0.3 -0.2 0.0
Cl 11.947 -8.119 5.353 0.0 0.3 -0.3
C 11.467 -10.125 -0.836 0.0 -0.1 -0.1
Cl 10.136 -10.434 -1.979 0.3 0.1 0.3
Cl 11.176 -11.027 0.672 0.1 0.2 -0.4
Cl 13.007 -10.656 -1.559 -0.4 0.1 0.2
Cl 11.549 -8.381 -0.478 0.0 -0.5 -0.4
C -7.433 -4.068 -10.951 0.0 0.0 0.0
Cl -8.939 -3.146 -10.715 0.4 -0.3 -0.2
Cl -7.495 -4.917 -12.516 -0.2 0.3 0.3
Cl -6.044 -2.951 -10.935 -0.4 -0.4 -0.5
Cl -7.253 -5.257 -9.637 0.0 1.1 -0.2
C -4.433 -7.873 -11.720 -0.1 0.0 0.2
Cl -5.998 -8.624 -12.121 0.5 0.2 0.0
Cl -3.318 -8.050 -13.098 -0.3 0.2 0.2
Cl -4.677 -6.142 -11.372 0.5 -0.6 -0.2
Cl -3.740 -8.674 -10.287 -0.6 0.5 -0.1
C -9.233 -9.215 -9.605 -0.1 0.0 -0.1
Cl -10.192 -10.053 -10.852 0.2 0.1 0.3
Cl -10.248 -8.927 -8.169 0.2 -0.1 -0.3
Cl -7.836 -10.225 -9.153 -0.3 0.3 -0.1
Cl -8.656 -7.657 -10.248 -0.6 -1.0 0.3
C 4.852 5.750 0.841 0.0 -0.1 -0.1
Cl 6.494 6.106 1.435 -0.5 0.0 -0.1
Cl 3.912 4.959 2.131 0.6 0.1 -0.1
Cl 4.051 7.269 0.367 0.4 -0.3 0.1
Cl 4.953 4.667 -0.570 -0.5 0.2 0.6
C 9.952 -0.540 -0.512 0.1 0.1 -0.1
Cl 11.046 0.672 -1.225 -0.2 -0.6 0.3
Cl 9.598 -0.100 1.177 0.3 0.0 -1.0
Cl 8.435 -0.592 -1.444 0.5 -0.4 0.3
Cl 10.732 -2.142 -0.557 -0.2 0.4 -0.1
C -0.848 -11.683 -11.055 0.0 0.1 -0.1
Cl -1.718 -10.348 -11.852 0.7 -0.8 0.0
Cl -1.855 -12.350 -9.745 0.2 0.2 -0.3
Cl -0.500 -12.961 -12.247 -0.1 0.3 0.3
Cl 0.682 -11.072 -10.376 -0.4 -0.1 -0.1
C 4.552 -6.015 0.031 0.0 -0.1 0.0
Cl 2.988 -6.766 -0.371 0.4 0.2 0.1
Cl 5.668 -6.193 -1.347 -0.3 0.1 0.4
Cl 4.309 -4.285 0.378 -0.1 -0.4 -0.2
Cl 5.246 -6.817 1.463 -0.2 0.2 -0.3
C -3.848 8.980 1.400 0.1 0.2 0.3
Cl -4.235 8.844 3.134 0.1 0.0 -0.6
Cl -4.756 7.746 0.490 0.1 0.2 0.1
Cl -4.299 10.601 0.815 0.1 -0.5 0.1
Cl -2.100 8.728 1.160 -0.4 0.1 0.1
```
Forces are in eV/Å.

=====

No. 2
C43H40BrN3O4TeZn as an isolated structure in a non-equilibrium geometry. Source: OMol25; level of theory: ωB97M-V with the def2-TZVPD basis set.

Results
* 2S+1: 2
* relative energy (zero: lowest compared OMol25 entry of this formula, charge and spin): 0.333 eV
* charge: -1

Structure (XYZ):
```
93
Properties=species:S:1:pos:R:3:forces:R:3
Zn -1.153 -3.181 -0.655 -0.6 1.0 0.7
Br -8.071 -4.825 -2.678 -0.7 0.2 -0.3
C -6.498 -3.878 -2.324 2.5 0.3 0.8
C -6.341 -2.486 -2.036 -1.7 0.0 -1.2
C -5.145 -1.985 -1.605 0.4 0.0 0.1
C -3.967 -2.803 -1.445 -1.0 1.7 2.2
O -2.992 -2.293 -0.752 0.1 -0.3 -1.4
C -4.106 -4.160 -1.804 1.1 -0.5 -0.6
C -2.950 -4.990 -2.055 -0.1 -1.5 0.0
N -1.692 -4.649 -1.808 -0.5 0.1 -1.7
C -0.662 -4.992 -2.685 -0.5 -0.7 1.0
C -0.650 -6.140 -3.465 1.7 -1.3 -1.9
C 0.517 -6.417 -4.286 -1.0 -0.3 0.2
C 1.578 -5.493 -4.326 1.1 -1.6 -0.9
C 1.618 -4.355 -3.476 -0.6 0.0 -0.7
C 2.630 -3.382 -3.384 0.7 0.1 -0.7
C 2.529 -2.171 -2.674 0.2 -0.8 0.1
C 1.368 -2.039 -1.944 -0.6 0.8 1.3
N 0.418 -2.991 -1.986 -0.9 1.0 1.3
C 0.450 -4.110 -2.716 0.8 0.5 0.2
C -5.341 -4.662 -2.210 -1.2 1.3 -0.2
H -7.134 -1.725 -2.297 0.6 -1.2 0.7
H -5.138 -0.928 -1.287 0.4 -0.6 -0.3
H -3.181 -5.987 -2.565 0.4 1.4 0.4
H -1.492 -6.837 -3.506 0.4 0.3 0.2
H 0.560 -7.410 -4.907 -0.1 2.2 1.2
H 2.461 -5.730 -4.996 -1.1 0.4 0.9
H 3.537 -3.571 -3.950 0.0 0.0 0.0
H 3.378 -1.468 -2.619 -0.7 -0.4 -0.1
H 1.147 -1.221 -1.177 0.5 -1.1 -1.4
H -5.366 -5.672 -2.525 -0.2 -1.0 -0.1
C 3.537 -1.670 2.909 -1.1 -1.0 -0.8
O 2.213 -2.283 3.227 2.0 0.5 0.1
C 1.217 -1.899 2.437 -2.5 0.1 2.1
O 1.234 -1.397 1.374 1.3 0.8 -1.7
H 3.638 -0.736 3.461 0.0 -0.2 0.0
H 3.575 -1.519 1.822 0.0 0.3 0.3
H 4.308 -2.410 3.144 -0.3 0.2 0.4
C -0.642 6.591 -3.614 -0.2 1.0 1.5
C -0.489 5.736 -2.394 -0.3 -0.9 -0.5
C -0.817 4.379 -2.516 0.7 1.7 1.7
C -0.689 3.596 -1.385 0.0 -1.7 0.8
C -1.240 2.196 -1.315 -0.9 -0.6 -2.3
C -0.055 4.056 -0.201 -0.7 -0.3 -0.3
Te 0.354 2.731 1.462 0.3 0.4 -0.1
N -1.084 -2.857 1.207 0.2 1.0 2.4
C -1.111 -2.376 2.354 -1.5 -2.0 -1.4
O 0.046 -2.061 3.153 1.2 -0.1 -0.3
C -2.386 -2.321 3.269 1.1 2.0 -2.3
C -2.315 -2.423 4.643 -0.5 -0.1 0.6
C -3.536 -2.443 5.341 -1.0 0.8 0.0
C -4.774 -2.115 4.693 2.7 -1.2 1.2
C -4.769 -2.130 3.315 -1.2 0.7 -1.2
C -3.607 -2.039 2.571 1.1 -2.8 0.5
C 2.494 3.081 1.609 -1.1 -0.5 -0.2
C 3.036 3.630 2.751 0.1 0.1 1.4
C 2.283 3.604 4.092 -1.4 2.3 -1.8
C 4.394 3.968 2.790 -0.4 -1.3 -0.7
C 5.286 3.499 1.843 -1.5 0.7 -0.6
C 6.755 3.801 2.064 -0.2 0.3 -0.5
C 4.670 2.901 0.722 1.9 -0.1 0.5
C 3.325 2.640 0.582 -0.5 -0.4 -0.5
C 2.769 1.851 -0.613 1.5 1.6 0.0
C 0.154 5.412 -0.099 1.3 0.5 1.0
C 0.775 6.093 1.098 0.4 0.0 1.0
C -0.096 6.228 -1.172 0.2 0.1 -1.2
H -1.632 7.077 -3.500 0.6 0.1 -0.5
H -0.645 5.961 -4.476 0.1 -0.1 -0.8
H 0.171 7.344 -3.599 -0.6 -0.3 -0.5
H -1.158 4.090 -3.470 -0.6 -1.0 -0.7
H -1.402 1.732 -2.343 0.2 0.8 1.0
H -2.255 2.176 -0.853 0.9 -0.1 0.1
H -0.532 1.541 -0.840 -0.1 -0.4 0.5
H -1.336 -2.397 5.162 -0.8 -0.6 -0.4
H -3.590 -2.759 6.395 0.3 0.8 -0.3
H -5.610 -1.857 5.311 -0.7 -0.6 0.0
H -5.721 -2.289 2.785 0.3 0.8 0.2
H -3.620 -2.176 1.471 0.2 0.5 0.7
H 1.614 4.536 4.218 0.6 -1.6 -0.2
H 2.973 3.630 4.878 1.1 0.0 1.2
H 1.717 2.687 4.151 -0.4 0.0 0.1
H 4.795 4.480 3.610 0.3 0.6 1.5
H 6.879 4.900 1.877 0.2 -0.9 0.4
H 7.407 3.287 1.322 -0.4 0.1 0.8
H 6.992 3.542 3.131 0.2 0.3 -1.2
H 5.369 2.590 -0.018 0.2 -0.5 -0.9
H 3.558 1.676 -1.348 0.1 -0.2 0.1
H 2.050 2.467 -1.103 -0.7 0.5 -0.5
H 2.269 0.948 -0.379 -0.3 -1.0 0.6
H 1.798 5.664 1.399 -1.5 0.7 -0.6
H 0.088 5.946 1.970 0.7 0.2 -0.5
H 0.851 7.195 0.885 0.1 -1.1 0.4
H 0.204 7.248 -1.118 0.0 0.8 0.1
```
Forces are in eV/Å.

=====

No. 3
C43H40BrN6O6S2SiSn as an isolated structure. Source: OMol25; level of theory: ωB97M-V with the def2-TZVPD basis set.

Results
* relative energy (zero: lowest compared OMol25 entry of this formula, charge and spin): 0.238 eV
* charge: +1

Structure (XYZ):
```
100
Properties=species:S:1:pos:R:3:forces:R:3
Sn 0.703 0.014 1.405 0.3 0.0 -0.1
C 0.809 3.149 3.383 0.0 0.0 0.0
O 0.334 2.725 2.104 0.0 0.0 0.0
C -0.325 3.637 1.332 -0.1 0.0 0.0
C -0.695 4.901 1.757 0.0 0.0 0.0
C -1.406 5.725 0.890 0.0 0.0 0.0
Br -1.953 7.424 1.507 0.0 0.0 0.0
C -1.715 5.333 -0.391 0.0 0.0 0.0
C -1.318 4.068 -0.833 0.0 0.0 0.0
C -0.657 3.218 0.040 -0.1 0.0 0.0
O -0.304 1.931 -0.303 0.1 0.1 0.0
C -1.620 3.683 -2.221 0.0 0.0 0.0
N -2.566 4.216 -2.934 0.0 0.0 0.0
C -2.483 3.603 -4.176 0.0 0.0 0.0
C -3.253 3.802 -5.321 0.0 0.0 0.0
C -2.946 3.053 -6.438 0.0 0.0 0.0
C -1.899 2.117 -6.429 0.0 0.0 0.0
C -1.126 1.907 -5.304 0.0 0.0 0.0
C -1.440 2.672 -4.187 0.0 0.0 0.0
N -0.905 2.721 -2.911 0.0 -0.1 0.0
H -0.021 3.461 4.020 0.0 0.0 0.0
H 1.522 3.967 3.270 0.0 0.0 0.0
H 1.302 2.281 3.816 0.0 0.0 0.0
H -0.445 5.253 2.746 0.0 0.0 0.0
H -2.249 5.979 -1.072 0.0 0.0 0.0
H -0.926 1.584 -0.960 -0.1 0.0 0.1
H -4.058 4.525 -5.321 0.0 0.0 0.0
H -3.519 3.189 -7.345 0.0 0.0 0.0
H -1.700 1.542 -7.324 0.0 0.0 0.0
H -0.323 1.181 -5.299 0.0 0.0 0.0
H -0.027 2.321 -2.627 0.0 0.1 0.0
O 2.905 -1.344 4.998 0.1 -0.1 0.0
C 2.057 -1.140 4.147 -0.2 0.1 0.0
O 1.967 -0.146 3.343 0.0 -0.1 0.1
C 0.960 -2.194 3.974 0.0 0.0 -0.1
C 0.622 -2.997 5.083 0.0 0.0 0.0
C -0.380 -3.910 4.950 0.0 0.0 0.0
C -0.993 -4.092 3.689 0.0 0.0 0.0
C -2.015 -5.045 3.467 0.0 0.0 0.0
C -2.533 -5.228 2.218 0.0 0.0 0.0
C -2.026 -4.488 1.128 0.0 0.0 0.0
C -1.045 -3.556 1.318 0.0 0.0 -0.1
C -0.536 -3.306 2.609 0.0 0.0 0.0
N 0.403 -2.318 2.787 0.1 0.0 0.0
H 1.163 -2.844 6.004 0.0 0.0 0.0
H -0.700 -4.516 5.789 0.0 0.0 0.0
H -2.369 -5.632 4.306 0.0 0.0 0.0
H -3.320 -5.951 2.055 0.0 0.0 0.0
H -2.413 -4.661 0.132 0.0 0.0 0.0
H -0.628 -3.006 0.487 0.0 0.0 0.0
O 0.298 -2.039 -2.825 0.0 0.1 0.2
C -1.052 -2.042 -2.933 -0.1 0.0 0.0
C -1.597 -2.579 -4.098 0.0 0.0 0.0
C -2.964 -2.612 -4.275 0.0 0.0 0.0
C -3.820 -2.111 -3.295 0.0 0.0 0.0
C -3.287 -1.583 -2.140 0.0 0.0 0.0
C -1.903 -1.535 -1.934 0.0 0.0 0.0
C -1.368 -0.987 -0.669 0.1 0.2 0.0
O -0.069 -0.953 -0.510 0.0 -0.3 -0.1
N -2.206 -0.560 0.235 0.0 -0.2 0.1
N -1.569 -0.230 1.432 -0.1 0.1 -0.1
C -2.363 0.078 2.391 0.0 0.0 0.0
S -4.084 0.217 2.191 0.0 0.0 0.0
C -4.411 0.457 3.962 0.0 0.0 0.0
C -3.234 1.187 4.579 0.0 0.0 0.0
S -1.730 0.358 3.995 0.0 0.0 0.0
H 0.490 -1.658 -1.938 0.0 0.0 -0.1
H -0.920 -2.966 -4.848 0.0 0.0 0.0
H -3.372 -3.032 -5.185 0.0 0.0 0.0
H -4.891 -2.137 -3.439 0.0 0.0 0.0
H -3.929 -1.190 -1.364 0.0 0.0 0.0
H -4.557 -0.516 4.429 0.0 0.0 0.0
H -5.329 1.037 4.050 0.0 0.0 0.0
H -3.241 1.116 5.666 0.0 0.0 0.0
H -3.209 2.234 4.282 0.0 0.0 0.0
C 5.705 1.105 -1.733 0.0 -0.1 0.1
Si 3.903 0.810 -1.359 -0.1 0.2 -0.1
C 2.971 0.292 -2.885 0.0 -0.1 0.1
C 3.194 2.318 -0.525 0.0 0.0 0.1
N 3.533 -0.550 -0.240 0.1 -0.2 -0.1
C 4.131 -1.620 0.127 0.1 0.0 0.1
C 5.464 -2.018 -0.321 0.0 0.0 0.0
C 6.036 -3.153 0.155 0.0 0.0 0.0
C 5.343 -3.925 1.114 0.0 0.0 0.0
C 4.068 -3.600 1.585 0.0 0.0 0.0
C 3.456 -2.484 1.093 0.0 0.0 0.0
H 5.742 2.019 -2.332 0.0 0.0 0.0
H 6.194 0.323 -2.315 0.0 0.0 0.0
H 6.291 1.289 -0.830 0.0 0.0 0.0
H 2.963 1.141 -3.575 0.0 0.0 0.0
H 1.942 -0.002 -2.674 0.0 0.1 0.0
H 3.459 -0.544 -3.390 0.0 0.0 0.0
H 3.938 3.116 -0.510 0.0 0.0 0.0
H 2.894 2.121 0.506 0.0 0.0 0.0
H 2.314 2.687 -1.054 0.0 0.0 0.0
H 5.973 -1.389 -1.037 0.0 0.0 0.0
H 7.017 -3.465 -0.173 0.0 0.0 0.0
H 5.828 -4.814 1.503 0.0 0.0 0.0
H 3.584 -4.219 2.328 0.0 0.0 0.0
H 2.467 -2.201 1.430 0.0 0.0 0.0
```
Forces are in eV/Å.